No. 1
This record from OMol25 describes a single CH3IO2S molecule at a distorted geometry. The level of theory is ωB97M-V with the def2-TZVPD basis set.

The geometry in ORCA input format:
```
! RIJCOSX wB97M-V def2-TZVPD def2/J DEFGRID3
* xyz 0 1
C 0.622 0.128 -0.786
O -2.116 0.831 0.335
O 0.295 0.698 1.776
S -0.435 0.137 0.696
I -0.830 -2.201 1.137
H 1.604 0.456 -0.455
H 0.667 -0.872 -1.205
H 0.194 0.822 -1.497
*
```

The LUMO energy is -1.51 eV. The HOMO-LUMO gap is 8.5 eV. Its energy above the lowest of the compared OMol25 structures with the same formula, charge and spin is 2.3134 eV. As for the SMILES: CS(=O)(=O)I. The total energy is -886.14407 hartree.

Atom-resolved charges from Löwdin, all expressed in e: -0.21 -0.52 -0.43 0.37 0.62 0.07 0.04 0.06

No. 2
This record from OMol25 describes 2 unconnected molecules or ions with the total composition CH3IO3P at a distorted geometry. The level of theory is ωB97M-V with the def2-TZVPD basis set.

The geometry in ORCA input format:
```
! RIJCOSX wB97M-V def2-TZVPD def2/J DEFGRID3
* xyz -1 1
C 0.277 -0.419 -0.898
O 3.282 1.677 1.749
O 4.319 2.438 -0.483
O 0.606 0.937 -0.719
P 3.522 1.483 0.308
I 4.358 -0.802 -0.117
H -0.116 -0.503 -1.890
H -0.651 -0.702 -0.330
H 1.109 -1.169 -0.612
*
```

The LUMO energy (spin up / spin down) is 1.78 / 1.78 eV. The HOMO-LUMO gap (spin up / spin down) is 5.8 / 5.8 eV. Its energy above the lowest of the compared OMol25 structures with the same formula, charge and spin is 3.9661 eV. The total energy is -904.70500 hartree.

Atom-resolved charges from Löwdin, all expressed in e: -0.38 -0.43 -0.44 -0.40 0.18 0.37 0.02 0.04 0.04

No. 3
This record from OMol25 describes a single CH3IOS molecule at a distorted geometry. The level of theory is ωB97M-V with the def2-TZVPD basis set.

The geometry in ORCA input format:
```
! RIJCOSX wB97M-V def2-TZVPD def2/J DEFGRID3
* xyz 0 1
C 1.067 0.005 -1.418
O -1.897 -1.005 0.812
S -1.755 0.268 1.491
I 0.748 1.073 0.257
H 1.830 -0.805 -1.420
H 0.754 0.370 -2.418
H -0.747 0.094 2.695
*
```

The LUMO energy (spin up / spin down) is -0.51 / -0.85 eV. The HOMO-LUMO gap (spin up / spin down) is 7.7 / 7.5 eV. Its energy above the lowest of the compared OMol25 structures with the same formula, charge and spin is 3.5602 eV. The total energy is -810.85614 hartree.

Atom-resolved charges from Löwdin, all expressed in e: -0.60 -0.70 0.50 0.90 -0.02 -0.02 -0.05

No. 4
This record from OMol25 describes 2 unconnected molecules or ions with the total composition CH3IOS at a distorted geometry. The level of theory is ωB97M-V with the def2-TZVPD basis set.

The geometry in ORCA input format:
```
! RIJCOSX wB97M-V def2-TZVPD def2/J DEFGRID3
* xyz 0 1
C 1.185 0.852 0.159
O -1.847 -0.866 -1.626
S -1.652 -0.295 -0.266
I -1.213 -2.119 1.416
H 1.492 -0.220 0.092
H 1.101 1.483 1.104
H 0.936 1.164 -0.879
*
```

The LUMO energy (spin up / spin down) is -1.25 / -1.60 eV. The HOMO-LUMO gap (spin up / spin down) is 7.9 / 7.5 eV. Its energy above the lowest of the compared OMol25 structures with the same formula, charge and spin is 2.2613 eV. The total energy is -810.90388 hartree.

Atom-resolved charges from Löwdin, all expressed in e: -0.01 -0.65 0.38 0.29 -0.02 0.02 -0.02

No. 5
This record from OMol25 describes 2 unconnected molecules or ions with the total composition CH3IOS at a distorted geometry. The level of theory is ωB97M-V with the def2-TZVPD basis set.

The geometry in ORCA input format:
```
! RIJCOSX wB97M-V def2-TZVPD def2/J DEFGRID3
* xyz 0 1
C 0.127 -0.166 0.217
O 0.812 -2.597 0.683
S 1.454 -1.311 0.729
I 3.068 -0.464 -2.798
H -0.879 -0.131 0.700
H 0.050 -0.443 -0.888
H 0.476 0.863 0.307
*
```

The LUMO energy (spin up / spin down) is -1.04 / -3.31 eV. The HOMO-LUMO gap (spin up / spin down) is 9.3 / 5.6 eV. Its energy above the lowest of the compared OMol25 structures with the same formula, charge and spin is 1.2729 eV. The total energy is -810.94020 hartree.

Atom-resolved charges from Löwdin, all expressed in e: -0.36 -0.56 0.78 0.02 0.06 0.04 0.03

No. 6
This record from OMol25 describes a single CH3IOS molecule at a distorted geometry. The level of theory is ωB97M-V with the def2-TZVPD basis set.

The geometry in ORCA input format:
```
! RIJCOSX wB97M-V def2-TZVPD def2/J DEFGRID3
* xyz 0 1
C -0.657 0.340 0.107
O 0.238 -1.950 -0.297
S 0.617 -0.876 0.588
I 2.817 0.748 -0.310
H -0.573 1.258 0.678
H -1.738 -0.107 0.164
H -0.704 0.588 -0.929
*
```

The LUMO energy (spin up / spin down) is -2.10 / -2.10 eV. The HOMO-LUMO gap (spin up / spin down) is 7.4 / 7.4 eV. Its energy above the lowest of the compared OMol25 structures with the same formula, charge and spin is 0.4959 eV. The total energy is -810.96875 hartree.

Atom-resolved charges from Löwdin, all expressed in e: -0.37 -0.54 0.64 0.11 0.03 0.10 0.03

No. 7
This record from OMol25 describes 2 unconnected molecules or ions with the total composition CH3IOS at a distorted geometry. The level of theory is ωB97M-V with the def2-TZVPD basis set.

The geometry in ORCA input format:
```
! RIJCOSX wB97M-V def2-TZVPD def2/J DEFGRID3
* xyz 0 3
C -0.384 -0.292 1.533
O -0.631 -0.142 0.385
S 1.817 -0.557 -2.705
I -0.063 0.614 -2.570
H -1.002 -0.038 2.450
H -0.120 1.382 -1.034
H 0.383 -0.967 1.942
*
```

The LUMO energy (spin up / spin down) is 0.13 / -1.72 eV. The HOMO-LUMO gap (spin up / spin down) is 5.6 / 7.2 eV. Its energy above the lowest of the compared OMol25 structures with the same formula, charge and spin is 2.3651 eV. The total energy is -810.80777 hartree. As for the expectation value of S²: 2.006.

Atom-resolved charges from Löwdin, all expressed in e: -0.15 -0.11 -0.30 0.57 0.09 -0.18 0.08

No. 8
This record from OMol25 describes a single CH3IOS2 molecule at a distorted geometry. The level of theory is ωB97M-V with the def2-TZVPD basis set.

The geometry in ORCA input format:
```
! RIJCOSX wB97M-V def2-TZVPD def2/J DEFGRID3
* xyz 0 1
C -0.178 -0.014 -0.203
O -2.784 0.160 -0.386
S -1.258 -0.046 -3.027
S -1.694 -0.546 -1.003
I -1.639 -3.004 -0.660
H 0.667 -0.198 -0.715
H -0.499 0.971 -0.205
H -0.221 -0.382 0.825
*
```

The LUMO energy is -2.06 eV. The HOMO-LUMO gap is 7.1 eV. Its energy above the lowest of the compared OMol25 structures with the same formula, charge and spin is 1.5448 eV. As for the SMILES: C[S@@](=O)(=S)I. The total energy is -1209.13630 hartree.

Atom-resolved charges from Löwdin, all expressed in e: -0.28 -0.46 0.13 -0.03 0.52 0.02 0.03 0.07

No. 9
This record from OMol25 describes a single CH3IOS2 molecule at a distorted geometry. The level of theory is ωB97M-V with the def2-TZVPD basis set.

The geometry in ORCA input format:
```
! RIJCOSX wB97M-V def2-TZVPD def2/J DEFGRID3
* xyz 0 1
C 1.373 -0.179 -0.192
O -1.901 -0.220 0.919
S 0.121 0.919 -1.000
S -1.081 1.300 0.547
I -3.365 -1.030 -0.272
H 0.871 -0.719 0.594
H 2.008 0.531 0.235
H 1.973 -0.602 -0.832
*
```

The LUMO energy is -1.28 eV. The HOMO-LUMO gap is 7.9 eV. Its energy above the lowest of the compared OMol25 structures with the same formula, charge and spin is 1.5568 eV. As for the SMILES: CSSOI. The total energy is -1209.13586 hartree.

Atom-resolved charges from Löwdin, all expressed in e: -0.38 -1.23 0.43 0.42 0.76 0.03 0.01 -0.03

No. 10
This record from OMol25 describes a molecular structure, CH3IOS2 at a distorted geometry. The level of theory is ωB97M-V with the def2-TZVPD basis set.

The geometry in ORCA input format:
```
! RIJCOSX wB97M-V def2-TZVPD def2/J DEFGRID3
* xyz 0 1
C -0.102 -0.143 1.133
O 0.252 -1.637 -1.578
S 1.245 0.778 0.350
S 0.852 0.440 -1.605
I -1.217 1.504 -2.137
H 0.210 -0.363 2.149
H -0.248 -1.059 0.555
H -0.993 0.480 1.133
*
```

The LUMO energy (spin up / spin down) is -1.53 / -1.56 eV. The HOMO-LUMO gap (spin up / spin down) is 8.1 / 8.2 eV. Its energy above the lowest of the compared OMol25 structures with the same formula, charge and spin is 3.5720 eV. The total energy is -1209.06180 hartree.

Atom-resolved charges from Löwdin, all expressed in e: -0.45 -0.57 0.44 0.04 0.47 0.04 0.01 0.02